Formula: C5H7NO
Source: the OMol25 dataset
Level of theory: ωB97M-V/def2-TZVPD

Values from the calculation:
- calculated total energy (eV) = -8831.2375
- gap between HOMO and LUMO (Eh) = 0.280
- HOMO level (eV) = -6.70
- relative energy (zero: lowest compared OMol25 entry of this formula, charge and spin) (kJ/mol) = 479.09

Cartesian coordinates (Å):
O: 1.0307 0.3290 0.7900
C: 0.8117 -0.9168 0.2837
N: -0.3164 -1.5406 0.5797
C: -1.3434 -1.2012 1.3684
C: 0.2543 1.3502 0.1499
C: 0.5250 1.4544 -1.2886
C: 0.7295 1.5212 -2.4734
H: 1.4805 -1.3289 -0.4588
H: -0.4164 -2.4281 0.0983
H: -1.2385 -0.3398 2.0103
H: -2.1320 -1.9257 1.4987
H: -0.8169 1.1622 0.3066
H: 0.5216 2.2804 0.6590
H: 0.9104 1.5838 -3.5239

Atomic partial charges in e from the Löwdin method, atoms 1 to 6: -0.092 -0.229 -0.066 -0.051 -0.212 -0.104

***

Formula: C5H7NO
Source: the OMol25 dataset
Level of theory: ωB97M-V/def2-TZVPD

Values from the calculation:
- calculated total energy (eV) = -8830.4520
- gap between HOMO and LUMO (Eh) = 0.367
- HOMO level (eV) = -9.44
- relative energy (zero: lowest compared OMol25 entry of this formula, charge and spin) (kJ/mol) = 554.87

Cartesian coordinates (Å):
C: 0.4324 0.2500 1.7977
N: -0.1372 -1.0712 1.5131
C: 0.0585 -0.1445 0.4320
C: -0.9665 0.1759 -0.6579
C: 0.1363 0.5793 -1.6494
C: 0.7842 -0.4824 -0.8098
O: -0.9207 -1.1742 -1.1033
H: -0.1807 1.0120 2.2690
H: 1.4710 0.2158 2.1222
H: -1.1292 -1.1412 1.7272
H: -1.9006 0.7166 -0.4929
H: 0.5816 1.5736 -1.6403
H: -0.0623 0.2148 -2.6635
H: 1.8455 -0.7928 -0.8655

Atomic partial charges in e from the Löwdin method, atoms 1 to 6: -0.080 0.076 -0.442 -0.294 -0.084 0.050

***

Formula: C5H7NO
Source: the OMol25 dataset
Level of theory: ωB97M-V/def2-TZVPD

Values from the calculation:
- calculated total energy (eV) = -8831.5977
- gap between HOMO and LUMO (alpha / beta) (Eh) = 0.302 / 0.257
- HOMO level (alpha / beta) (eV) = -9.65 / -9.26
- relative energy (zero: lowest compared OMol25 entry of this formula, charge and spin) (kJ/mol) = 444.32

Cartesian coordinates (Å):
C: -1.6531 -0.3727 0.4973
C: -0.4850 0.0320 -0.3897
C: -0.4296 1.4639 -0.6512
N: -0.3454 2.6069 -0.8217
C: 0.9188 -0.5820 0.4305
O: 0.7576 -1.7677 0.8174
C: 1.9481 -0.0678 -0.4097
H: -1.7171 0.2671 1.3826
H: -2.5903 -0.2991 -0.0634
H: -1.4852 -1.4048 0.8119
H: -0.5002 -0.5217 -1.3296
H: 2.7269 -0.7100 -0.8216
H: 0.8612 0.2642 1.2036
H: 1.9972 0.9974 -0.6156

Atomic partial charges in e from the Löwdin method, atoms 1 to 6: -0.060 -0.242 -0.223 0.166 -0.600 -0.044

***

Formula: C5H7NO
Source: the OMol25 dataset
Level of theory: ωB97M-V/def2-TZVPD

Values from the calculation:
- calculated total energy (eV) = -8835.3895
- gap between HOMO and LUMO (Eh) = 0.330
- HOMO level (eV) = -8.02
- SMILES = Cc1cocc1N
- relative energy (zero: lowest compared OMol25 entry of this formula, charge and spin) (kJ/mol) = 78.47

Cartesian coordinates (Å):
C: -1.7047 0.2724 0.6361
C: -0.4527 -0.3569 0.1014
C: -0.2549 -1.6525 -0.2477
O: 1.0126 -1.8724 -0.6535
C: 1.6592 -0.6735 -0.5780
C: 0.8149 0.2920 -0.1252
N: 1.0839 1.6457 0.1370
H: -2.5856 -0.3174 0.3642
H: -1.8557 1.2824 0.2360
H: -1.6850 0.3586 1.7293
H: -0.9091 -2.5136 -0.2591
H: 2.6978 -0.6792 -0.8684
H: 0.2915 2.2345 -0.0923
H: 1.8880 1.9800 -0.3798

Atomic partial charges in e from the Löwdin method, atoms 1 to 6: -0.045 -0.221 -0.094 -0.009 -0.079 -0.291

***

Formula: C5H7NO
Source: the OMol25 dataset
Level of theory: ωB97M-V/def2-TZVPD

Values from the calculation:
- calculated total energy (eV) = -8830.6524
- gap between HOMO and LUMO (Eh) = 0.307
- HOMO level (eV) = -8.47
- relative energy (zero: lowest compared OMol25 entry of this formula, charge and spin) (kJ/mol) = 535.53

Cartesian coordinates (Å):
O: -1.8353 1.3250 1.3616
C: -0.9995 0.6901 0.7726
C: -1.1829 -0.0486 -0.5757
N: 0.1423 -0.6498 -0.7722
C: 1.0604 0.4792 -0.7239
C: 0.4111 0.3307 1.2841
C: 0.4817 -1.0753 0.6171
H: -1.4496 0.6240 -1.3962
H: -1.9514 -0.8245 -0.5008
H: 0.7967 1.3361 -1.3501
H: 2.1014 0.1703 -0.8568
H: 1.1945 0.9599 0.4602
H: 1.4737 -1.5349 0.6435
H: -0.2430 -1.7821 1.0366

Atomic partial charges in e from the Löwdin method, atoms 1 to 6: 0.101 -0.418 -0.125 -0.157 -0.059 0.038

***

Formula: C5H7NO
Source: the OMol25 dataset
Level of theory: ωB97M-V/def2-TZVPD

Values from the calculation:
- calculated total energy (eV) = -8832.7933
- gap between HOMO and LUMO (Eh) = 0.379
- HOMO level (eV) = -9.44
- SMILES = [H]/N=C\CC#C.C=O
- relative energy (zero: lowest compared OMol25 entry of this formula, charge and spin) (kJ/mol) = 328.97

Cartesian coordinates (Å):
H: 0.4519 0.1242 1.3740
N: 0.6036 -0.5183 0.5946
C: 0.2162 -0.0578 -0.5180
C: -0.5020 1.2418 -0.7804
C: -0.6446 2.0803 0.4119
C: -0.7338 2.7298 1.4105
H: 0.3644 -0.6864 -1.4026
H: 0.0146 1.7863 -1.5795
H: -1.4881 0.9739 -1.1818
H: -0.8212 3.3298 2.2952
C: 1.3742 -2.7066 -0.0514
O: 1.0266 -2.8207 -1.2072
H: 0.7279 -3.1301 0.7470
H: 2.3328 -2.2032 0.2167

Atomic partial charges in e from the Löwdin method, atoms 1 to 6: 0.067 0.104 -0.210 -0.178 -0.157 0.115